(1)
Molecular formula: C8H4ClNO2S
Method: DFT, ωB97M-V with the def2-TZVPD basis set

Energy relative to the best compared isomer or geometry (same formula, charge and spin) in kcal per mole: 1.8
Maximum force in hartree/bohr: 0.0679
HOMO in eV: -8.4
Calculated total energy in a.u.: -1370.605047

Each line ends with the natural charge from an NBO analysis.
Cartesian coordinates (Å):
1 C 1.844 -0.427 -1.189  -0.1610
2 C 2.822 -0.984 -0.506  -0.4184
3 C 1.418 0.301 0.984  -0.2177
4 C 0.983 0.335 -0.291  -0.2823
5 C -0.192 0.946 -0.700  0.1236
6 C -2.161 -1.335 -0.634  -0.0908
7 C -1.001 1.819 0.016  0.5151
8 C -2.253 -0.263 0.257  0.5138
9 N -2.211 1.035 0.478  -0.6151
10 O -0.979 3.010 0.092  -0.5546
11 O -3.197 -1.046 0.629  -0.4728
12 S 2.773 -0.772 1.183  0.5120
13 Cl -1.156 -2.621 -0.128  -0.0251
14 H 1.879 -0.465 -2.255  0.2486
15 H 3.341 -1.909 -0.805  0.2498
16 H 0.972 0.896 1.689  0.2348
17 H -2.885 1.480 1.179  0.4403

=====

(2)
Molecular formula: C5H9NO2
Method: DFT, ωB97M-V with the def2-TZVPD basis set

Energy relative to the best compared isomer or geometry (same formula, charge and spin) in kcal per mole: 149.2
Maximum force in hartree/bohr: 0.0708
HOMO in eV: -7.4
Calculated total energy in a.u.: -400.938975

Each line ends with the natural charge from an NBO analysis.
Cartesian coordinates (Å):
1 C -2.043 -0.099 1.031  -0.4642
2 N -1.364 0.143 -0.217  -0.4348
3 C 0.042 0.341 0.052  -0.1258
4 C 0.869 -0.890 0.417  -0.5503
5 C 2.300 -0.609 0.848  0.6496
6 O 3.165 -0.593 0.076  -0.3762
7 C 0.652 1.037 -1.186  -0.0735
8 O 0.314 0.299 -2.376  -0.7330
9 H -1.351 -0.500 1.811  0.1570
10 H -2.719 -0.968 1.089  0.2087
11 H -2.474 0.837 1.417  0.2116
12 H -0.561 -0.058 -2.163  0.4861
13 H 0.187 2.038 -1.240  0.1769
14 H 0.938 -1.593 -0.424  0.2646
15 H 0.294 -1.445 1.168  0.2481
16 H 0.013 1.008 0.920  0.1757
17 H 1.740 1.052 -1.224  0.1796

=====

(3)
Molecular formula: C17H29N5O3
Method: DFT, ωB97M-V with the def2-TZVPD basis set

Energy relative to the best compared isomer or geometry (same formula, charge and spin) in kcal per mole: 28.2
Maximum force in hartree/bohr: 0.0694
HOMO in eV: -9.2
Calculated total energy in a.u.: -1164.723163

Each line ends with the natural charge from an NBO analysis.
Cartesian coordinates (Å):
1 O 1.957 2.309 -3.984  -0.6170
2 O -3.907 -0.468 2.020  -0.6610
3 O -0.915 -0.135 5.413  -0.6435
4 N 3.613 -0.025 -1.797  -0.2396
5 C 2.587 1.921 -3.004  0.6361
6 C -3.128 -1.390 1.824  0.6867
7 C -1.694 -0.176 4.469  0.6595
8 C 2.818 0.479 -2.742  0.0389
9 C 2.196 -0.641 -3.424  -0.0916
10 C 2.635 -1.754 -2.876  0.1321
11 N 3.517 -1.396 -1.878  -0.3447
12 N 3.059 2.858 -2.101  -0.6097
13 N -3.017 -0.091 4.646  -0.6221
14 N -1.859 -1.401 2.239  -0.6063
15 C -3.583 -2.611 1.059  -0.7072
16 C 2.823 4.291 -2.214  -0.4094
17 C -3.689 0.037 5.938  -0.4131
18 C -0.512 2.236 0.168  -0.5990
19 C 0.855 0.232 0.672  -0.6105
20 C 1.208 -0.849 -4.513  -0.4110
21 C 2.060 -2.992 -3.458  -0.4311
22 C 1.184 -2.402 -4.600  -0.3861
23 C -0.539 0.847 0.805  -0.2116
24 C -1.007 0.946 2.271  -0.4029
25 C -1.143 -0.388 3.042  -0.1240
26 H 4.024 -2.054 -1.284  0.4133
27 H 3.572 2.493 -1.302  0.4049
28 H -3.590 -0.110 3.808  0.4281
29 H -1.332 -2.225 2.004  0.3993
30 H -3.459 -3.498 1.679  0.2268
31 H -2.993 -2.706 0.150  0.2265
32 H -4.635 -2.493 0.799  0.2461
33 H 3.313 4.821 -1.392  0.2059
34 H 3.224 4.672 -3.159  0.2086
35 H 1.750 4.504 -2.174  0.2047
36 H -3.106 -0.457 6.718  0.2233
37 H -3.798 1.092 6.194  0.1968
38 H -4.676 -0.423 5.887  0.2022
39 H -1.504 2.685 0.225  0.2103
40 H 0.203 2.876 0.684  0.1992
41 H -0.229 2.154 -0.882  0.2130
42 H 1.131 0.188 -0.381  0.2199
43 H 1.585 0.837 1.211  0.2051
44 H 0.859 -0.780 1.070  0.1903
45 H 1.542 -0.391 -5.449  0.2275
46 H 0.231 -0.438 -4.242  0.2173
47 H 2.838 -3.657 -3.846  0.2190
48 H 1.455 -3.532 -2.722  0.2140
49 H 0.157 -2.771 -4.522  0.2097
50 H 1.584 -2.719 -5.569  0.2108
51 H -1.241 0.236 0.238  0.1937
52 H -1.979 1.443 2.279  0.2223
53 H -0.314 1.586 2.819  0.2168
54 H -0.131 -0.766 3.187  0.2327

=====

(4)
Molecular formula: C6H12O
Method: DFT, ωB97M-V with the def2-TZVPD basis set

Energy relative to the best compared isomer or geometry (same formula, charge and spin) in kcal per mole: 98.1
Maximum force in hartree/bohr: 0.0183
HOMO (spin up / spin down) in eV: -7.7 / -7.8
Calculated total energy in a.u.: -310.902938

Each line ends with the natural charge from an NBO analysis.
Cartesian coordinates (Å):
1 C 2.082 -0.805 -0.269  -0.6705
2 C 1.106 0.355 -0.647  -0.1445
3 C -1.040 0.932 -1.612  -0.0317
4 O -1.673 0.110 -0.755  -0.5150
5 C -1.138 0.217 0.552  0.1048
6 C -1.220 -1.181 1.135  -0.6279
7 C 0.293 0.861 0.485  -0.4974
8 H 1.952 -1.788 -0.734  0.2198
9 H 2.077 -1.003 0.818  0.2034
10 H 3.128 -0.527 -0.482  0.2154
11 H 1.629 1.076 -1.257  0.1890
12 H -1.180 2.004 -1.343  0.1382
13 H -1.406 0.773 -2.633  0.1719
14 H -1.762 0.920 1.116  0.1733
15 H -2.263 -1.516 1.170  0.2203
16 H -0.814 -1.215 2.149  0.2087
17 H -0.668 -1.886 0.504  0.2162
18 H 0.747 0.742 1.479  0.2085
19 H 0.151 1.930 0.323  0.2173

=====

(5)
Molecular formula: C23H23N5O3S
Method: DFT, ωB97M-V with the def2-TZVPD basis set

Energy relative to the best compared isomer or geometry (same formula, charge and spin) in kcal per mole: 40.8
Maximum force in hartree/bohr: 0.0330
HOMO in eV: -8.1
Calculated total energy in a.u.: -1787.913045

Each line ends with the natural charge from an NBO analysis.
Cartesian coordinates (Å):
1 C -1.208 5.773 0.795  -0.6251
2 C -1.802 4.746 -0.109  -0.0400
3 C -2.757 5.032 -1.039  -0.1365
4 C -3.283 4.014 -1.864  -0.2775
5 C -2.817 2.749 -1.731  0.0553
6 N -1.862 2.444 -0.812  -0.3854
7 C -1.343 3.397 0.030  0.4401
8 N -0.480 3.113 0.969  -0.5731
9 C -0.052 1.845 1.141  0.5046
10 N 0.683 1.642 2.249  -0.3926
11 C 0.953 0.381 2.900  -0.2380
12 C 2.473 0.165 3.002  -0.2256
13 N 3.137 1.259 3.682  -0.4375
14 C 3.022 1.229 5.123  -0.4137
15 H 3.405 0.274 5.482  0.2059
16 H 3.641 2.023 5.538  0.2027
17 H 1.998 1.355 5.504  0.1594
18 C 2.779 2.524 3.078  -0.2235
19 C 1.257 2.750 2.979  -0.2464
20 H 0.817 2.800 3.982  0.1900
21 H 1.036 3.674 2.448  0.2502
22 H 3.196 2.535 2.066  0.1979
23 H 3.236 3.333 3.649  0.2048
24 H 2.681 -0.767 3.528  0.2137
25 H 2.897 0.090 1.996  0.2014
26 H 0.474 -0.445 2.378  0.2361
27 H 0.533 0.434 3.914  0.1958
28 C -0.395 0.830 0.223  -0.3685
29 C 0.292 -0.431 0.156  -0.0591
30 C -0.210 -1.612 -0.241  -0.4598
31 C -1.522 -1.988 -0.509  0.2793
32 N -2.575 -2.411 -0.690  -0.2928
33 S 0.942 -3.004 -0.289  2.1693
34 O 2.276 -2.456 -0.234  -0.9488
35 O 0.570 -3.934 0.745  -0.9288
36 C 0.644 -3.736 -1.894  -0.2574
37 C 1.324 -3.240 -2.989  -0.2054
38 C 1.038 -3.750 -4.244  -0.2118
39 C 0.073 -4.736 -4.383  -0.1804
40 C -0.604 -5.221 -3.275  -0.2072
41 C -0.320 -4.717 -2.017  -0.1971
42 H -0.823 -5.070 -1.131  0.2485
43 H -1.356 -5.987 -3.391  0.2217
44 H -0.153 -5.129 -5.364  0.2166
45 H 1.562 -3.378 -5.111  0.2192
46 H 2.071 -2.476 -2.839  0.2394
47 H 1.354 -0.435 0.373  0.2450
48 C -1.358 1.095 -0.796  0.6543
49 O -1.733 0.333 -1.667  -0.6073
50 H -3.144 1.909 -2.326  0.2591
51 H -4.043 4.238 -2.593  0.2320
52 H -3.119 6.043 -1.149  0.2189
53 H -0.135 5.839 0.625  0.2291
54 H -1.353 5.479 1.832  0.2339
55 H -1.660 6.746 0.625  0.2152

=====

What did the fourth record say?
Molecular formula: C6H12O
Method: DFT, ωB97M-V with the def2-TZVPD basis set

Energy relative to the best compared isomer or geometry (same formula, charge and spin) in kcal per mole: 98.1
Maximum force in hartree/bohr: 0.0183
HOMO (spin up / spin down) in eV: -7.7 / -7.8
Calculated total energy in a.u.: -310.902938

Each line ends with the natural charge from an NBO analysis.
Cartesian coordinates (Å):
1 C 2.082 -0.805 -0.269  -0.6705
2 C 1.106 0.355 -0.647  -0.1445
3 C -1.040 0.932 -1.612  -0.0317
4 O -1.673 0.110 -0.755  -0.5150
5 C -1.138 0.217 0.552  0.1048
6 C -1.220 -1.181 1.135  -0.6279
7 C 0.293 0.861 0.485  -0.4974
8 H 1.952 -1.788 -0.734  0.2198
9 H 2.077 -1.003 0.818  0.2034
10 H 3.128 -0.527 -0.482  0.2154
11 H 1.629 1.076 -1.257  0.1890
12 H -1.180 2.004 -1.343  0.1382
13 H -1.406 0.773 -2.633  0.1719
14 H -1.762 0.920 1.116  0.1733
15 H -2.263 -1.516 1.170  0.2203
16 H -0.814 -1.215 2.149  0.2087
17 H -0.668 -1.886 0.504  0.2162
18 H 0.747 0.742 1.479  0.2085
19 H 0.151 1.930 0.323  0.2173